Record 1
{"formula": "C38H101N3O18", "method": "ωB97M-V/def2-TZVPD", "symbols": ["C", "C", "O", "O", "H", "H", "H", "H", "H", "H", "C", "C", "O", "O", "H", "H", "H", "H", "H", "H", "C", "C", "O", "O", "H", "H", "H", "H", "H", "H", "C", "C", "O", "O", "H", "H", "H", "H", "H", "H", "C", "O", "C", "C", "N", "C", "C", "O", "C", "H", "H", "H", "H", "H", "H", "H", "H", "H", "H", "H", "H", "H", "H", "H", "C", "O", "C", "C", "N", "C", "C", "O", "C", "H", "H", "H", "H", "H", "H", "H", "H", "H", "H", "H", "H", "H", "H", "H", "C", "O", "C", "C", "N", "C", "C", "O", "C", "H", "H", "H", "H", "H", "H", "H", "H", "H", "H", "H", "H", "H", "H", "H", "C", "C", "C", "O", "H", "H", "H", "H", "H", "H", "H", "H", "C", "C", "C", "O", "H", "H", "H", "H", "H", "H", "H", "H", "C", "C", "C", "O", "H", "H", "H", "H", "H", "H", "H", "H", "C", "C", "C", "O", "H", "H", "H", "H", "H", "H", "H", "H"], "coordinates": [[1.58195, 7.87271, -15.21999], [1.34221, 8.92173, -14.19839], [2.52616, 9.43927, -13.56601], [2.32657, 6.78545, -14.69981], [2.25886, 8.28471, -15.96842], [0.69506, 7.58142, -15.78272], [0.73994, 8.51275, -13.38716], [0.67646, 9.72346, -14.51795], [2.94243, 8.67108, -13.16826], [3.17292, 6.65919, -15.13495], [10.17387, 6.70401, -14.06328], [10.20745, 5.43551, -14.97854], [11.50435, 4.85654, -15.06570], [11.19051, 7.59594, -14.51679], [10.34796, 6.26180, -13.08234], [9.18238, 7.15086, -13.99007], [9.90411, 5.64724, -16.00384], [9.46976, 4.71814, -14.61896], [11.41826, 4.22410, -15.78279], [11.94669, 7.06697, -14.78135], [8.62690, 9.78020, -24.82052], [8.10027, 10.85323, -23.85194], [6.79906, 11.32226, -24.26854], [9.98274, 9.39853, -24.49717], [8.59548, 10.07937, -25.86819], [7.93163, 8.94074, -24.82270], [8.82986, 11.65691, -23.75253], [7.98383, 10.38683, -22.87367], [6.49910, 11.99659, -23.65461], [10.38226, 8.78902, -25.12206], [7.37039, 8.19374, -20.33378], [7.95380, 6.84309, -19.86159], [8.94679, 6.97923, -18.87806], [6.62362, 8.87751, -19.33607], [6.76686, 8.03851, -21.22807], [8.13886, 8.89365, -20.66191], [8.28043, 6.34257, -20.77313], [7.12634, 6.31466, -19.38811], [9.44029, 7.70713, -19.26308], [6.54493, 9.82938, -19.43289], [3.91263, 6.99081, -11.33861], [4.01315, 8.42439, -11.47715], [4.81188, 9.01446, -10.43893], [5.39306, 10.33567, -10.93029], [4.26878, 11.35948, -11.14276], [4.77808, 12.57042, -11.84993], [3.79621, 13.79244, -11.78719], [4.11089, 14.76521, -12.75362], [3.22023, 15.84398, -12.78327], [4.92838, 6.59741, -11.37875], [3.35124, 6.58567, -12.18052], [3.33265, 6.71552, -10.45775], [5.69580, 8.38863, -10.31605], [4.20934, 8.95568, -9.53251], [5.95592, 10.24112, -11.85893], [6.23503, 10.60147, -10.29112], [3.55273, 10.99142, -11.75260], [4.94283, 12.30447, -12.89407], [5.73667, 12.89251, -11.44315], [3.89551, 14.19727, -10.78003], [2.72853, 13.57304, -11.78262], [3.63473, 16.72035, -12.28501], [2.30383, 15.65849, -12.22299], [2.80055, 16.06440, -13.76479], [15.47738, 8.41057, -17.92473], [16.28621, 9.43569, -18.61315], [15.62186, 10.14416, -19.70236], [15.21923, 9.40132, -21.00402], [14.07666, 9.95165, -21.72522], [14.42670, 11.27400, -22.20982], [13.67713, 11.72283, -23.39092], [13.74463, 10.70754, -24.44330], [13.01128, 11.01111, -25.65832], [15.51380, 7.57685, -18.62594], [14.44089, 8.71265, -17.77464], [15.88550, 7.90143, -17.05161], [16.24420, 10.99777, -19.97096], [14.74575, 10.62435, -19.26652], [15.04162, 8.39407, -20.62720], [16.07306, 9.26484, -21.66767], [13.86625, 9.32134, -22.48583], [15.46302, 11.17933, -22.53411], [14.38264, 11.97923, -21.37987], [14.03605, 12.72412, -23.62899], [12.67671, 11.80909, -22.96688], [13.35840, 11.96012, -26.06697], [11.95575, 11.20867, -25.47142], [13.02492, 10.25171, -26.44013], [11.09539, 8.90766, -21.09907], [10.55299, 9.07652, -19.81111], [11.24377, 9.93630, -18.91670], [10.62596, 9.78246, -17.51618], [9.15445, 9.95230, -17.45150], [8.67407, 9.71851, -16.08698], [7.21520, 9.42914, -16.08589], [6.85418, 9.06956, -14.76944], [5.48013, 8.82339, -14.65794], [11.94745, 8.25067, -20.92451], [11.49613, 9.84227, -21.49148], [10.35490, 8.45410, -21.75791], [11.17545, 10.93547, -19.34694], [12.27327, 9.59903, -19.03708], [11.14477, 10.45510, -16.83318], [10.87596, 8.76176, -17.22674], [8.64725, 9.27649, -18.00478], [8.95251, 10.63044, -15.55881], [9.23453, 8.94555, -15.56114], [6.99877, 8.60026, -16.75985], [6.73836, 10.34055, -16.44653], [5.12737, 8.98649, -13.63957], [5.24167, 7.84535, -15.07587], [4.86722, 9.47980, -15.27565], [10.56087, 14.31093, -22.94807], [10.46173, 13.77992, -21.50045], [11.50574, 14.31199, -20.62658], [9.30110, 14.04784, -20.79646], [9.73209, 13.97020, -23.56865], [11.45164, 14.02669, -23.50829], [10.63645, 15.39830, -22.94924], [10.43994, 12.69053, -21.52962], [11.43677, 13.98339, -19.58958], [11.29933, 15.38224, -20.61750], [12.49699, 14.14533, -21.04818], [9.38683, 13.63786, -19.93266], [9.33935, 15.17963, -18.01379], [9.77111, 13.93015, -17.16432], [8.65373, 13.54359, -16.13382], [9.78203, 12.82944, -18.03909], [10.28926, 15.55462, -18.39477], [8.95904, 15.98317, -17.38308], [8.51743, 14.89797, -18.67197], [10.66569, 14.19599, -16.60114], [7.78081, 13.01804, -16.52101], [8.36332, 14.36052, -15.47323], [9.15911, 12.81343, -15.50172], [9.51550, 12.05110, -17.54437], [13.16806, 10.63774, -14.41508], [12.86797, 11.43494, -13.08072], [14.03922, 11.35003, -12.09050], [12.71271, 12.79350, -13.48518], [13.91259, 11.15304, -15.02192], [12.19189, 10.55084, -14.89221], [13.50779, 9.65005, -14.10343], [11.96231, 10.96255, -12.70027], [14.02934, 12.10548, -11.30481], [14.87762, 11.34127, -12.78700], [14.13525, 10.33544, -11.70387], [11.76277, 12.87178, -13.37084], [4.51363, 3.82020, -16.96948], [4.87714, 4.86041, -15.94265], [6.43016, 4.94902, -15.91665], [4.37094, 6.07731, -16.35112], [4.81759, 2.81458, -16.67891], [4.80230, 4.08184, -17.98748], [3.42460, 3.86550, -16.97790], [4.41644, 4.64074, -14.97953], [6.77836, 5.66306, -15.17032], [6.81864, 5.37500, -16.84171], [6.97534, 4.01539, -15.77809], [4.58140, 6.19442, -17.28042]], "relative_energy_kj_mol": 211.4, "smiles": "COCCNCCOC.COCCNCCOC.COCCNCCOC.CC(C)O.CC(C)O.CC(C)O.CC(C)O.OCCO.OCCO.OCCO.OCCO", "orbital_gap_ev": 8.97}

=====

Record 2
{"formula": "C38H101N5O15", "method": "ωB97M-V/def2-TZVPD", "symbols": ["C", "O", "H", "H", "H", "H", "C", "O", "H", "H", "H", "H", "C", "O", "C", "C", "N", "C", "C", "O", "C", "H", "H", "H", "H", "H", "H", "H", "H", "H", "H", "H", "H", "H", "H", "H", "C", "O", "C", "C", "N", "C", "C", "O", "C", "H", "H", "H", "H", "H", "H", "H", "H", "H", "H", "H", "H", "H", "H", "H", "C", "O", "C", "C", "N", "C", "C", "O", "C", "H", "H", "H", "H", "H", "H", "H", "H", "H", "H", "H", "H", "H", "H", "H", "C", "O", "C", "C", "N", "C", "C", "O", "C", "H", "H", "H", "H", "H", "H", "H", "H", "H", "H", "H", "H", "H", "H", "H", "C", "O", "C", "C", "N", "C", "C", "O", "C", "H", "H", "H", "H", "H", "H", "H", "H", "H", "H", "H", "H", "H", "H", "H", "C", "C", "O", "H", "H", "H", "H", "H", "H", "C", "C", "O", "H", "H", "H", "H", "H", "H", "C", "C", "O", "H", "H", "H", "H", "H", "H"], "coordinates": [[-2.33782, 2.52688, -6.05991], [-2.54865, 1.12839, -5.83978], [-2.09630, 2.93880, -5.03375], [-1.46200, 2.69997, -6.66375], [-3.20962, 2.96432, -6.48733], [-3.08227, 1.06213, -5.03737], [0.20226, -0.44367, -1.82293], [-0.61149, 0.11492, -2.76845], [-0.35352, -0.23216, -0.87139], [0.45484, -1.52219, -2.04416], [1.17429, 0.16697, -1.83470], [-0.22674, 0.16687, -3.68389], [-5.25083, 1.87973, 3.17064], [-4.21427, 1.03502, 2.66599], [-4.11217, -0.21194, 3.26437], [-2.76242, -0.81143, 2.86578], [-1.67704, -0.06534, 3.34691], [-0.38969, -0.82926, 3.26796], [-0.15553, -1.74890, 4.43186], [1.04508, -2.47544, 4.19881], [1.27577, -3.45107, 5.18851], [-5.07607, 2.84188, 2.64179], [-5.25959, 1.87218, 4.24785], [-6.27333, 1.49568, 2.78313], [-4.94326, -0.97930, 2.94173], [-4.23257, -0.12542, 4.36575], [-2.89646, -1.01972, 1.79396], [-2.75887, -1.87586, 3.28322], [-1.52699, 0.72185, 2.76914], [0.40602, -0.13985, 3.23674], [-0.29945, -1.38573, 2.33329], [-1.06668, -2.37934, 4.50064], [-0.08525, -1.16819, 5.37139], [1.52937, -3.04467, 6.18425], [2.13915, -4.02503, 4.85825], [0.51024, -4.23920, 5.22668], [-5.81580, 5.18922, 1.29383], [-4.55295, 4.85362, 0.73059], [-4.65922, 3.94860, -0.37954], [-3.40790, 4.08689, -1.20850], [-2.13700, 3.89602, -0.48918], [-1.84854, 2.64415, 0.13977], [-0.70132, 2.90209, 1.15908], [-0.15151, 1.68828, 1.54439], [0.97353, 1.17674, 0.86461], [-6.26270, 4.30466, 1.71644], [-6.46751, 5.66909, 0.52511], [-5.56078, 5.84774, 2.14678], [-5.50241, 4.28108, -1.03056], [-4.74742, 2.96753, 0.03194], [-3.44341, 5.11268, -1.57548], [-3.47417, 3.39518, -2.06229], [-2.07772, 4.70374, 0.06884], [-1.63896, 1.89346, -0.59568], [-2.73186, 2.34879, 0.73710], [-1.22747, 3.33442, 2.09383], [-0.01201, 3.53448, 0.66044], [1.86782, 1.41454, 1.39625], [1.08439, 1.51732, -0.16702], [0.90887, 0.10955, 0.86506], [-3.92596, -9.09805, -0.82167], [-3.35958, -8.19389, 0.08986], [-4.22891, -7.52466, 1.01236], [-3.83345, -6.06656, 1.30467], [-3.92246, -5.34744, 0.02162], [-3.47126, -3.93155, 0.09251], [-3.53687, -3.19671, -1.21860], [-2.31608, -3.39463, -1.95935], [-2.27043, -2.86426, -3.27553], [-4.03537, -10.13364, -0.38892], [-3.26974, -9.07270, -1.74860], [-4.92103, -8.80101, -1.25240], [-4.22255, -8.13783, 1.88257], [-5.25379, -7.52525, 0.61582], [-2.76789, -6.00578, 1.67592], [-4.53330, -5.60734, 1.99032], [-3.48093, -5.89598, -0.74238], [-2.41860, -3.94717, 0.38863], [-4.08213, -3.45211, 0.90372], [-3.54392, -2.11793, -1.00276], [-4.46256, -3.37780, -1.74740], [-2.93594, -3.31178, -3.97350], [-1.24655, -3.07736, -3.56001], [-2.35309, -1.79258, -3.36415], [3.06211, 3.31199, 4.10637], [3.77995, 2.18414, 3.76551], [3.58624, 0.98424, 4.48003], [4.55765, -0.05216, 4.03138], [4.27001, -0.43064, 2.60418], [5.38131, -1.20057, 1.96720], [4.86606, -2.53213, 1.39677], [5.88538, -3.26536, 0.73833], [5.39489, -4.24840, -0.14004], [3.31519, 4.02954, 3.32839], [3.38668, 3.76494, 5.09541], [1.97542, 3.13123, 4.17561], [2.58957, 0.62405, 4.37581], [3.88301, 1.17024, 5.53789], [4.48656, -0.97130, 4.64577], [5.59602, 0.29478, 4.04946], [4.16290, 0.47391, 2.11901], [6.17104, -1.47681, 2.67982], [5.85968, -0.62462, 1.17067], [4.13412, -2.30118, 0.60104], [4.34214, -3.10851, 2.17196], [5.01365, -5.12313, 0.41852], [6.21129, -4.59595, -0.74735], [4.70602, -3.93405, -0.97027], [5.55209, 8.32061, -0.60876], [5.35973, 7.15099, 0.17725], [6.38378, 6.15782, -0.01583], [5.93789, 4.81868, 0.56061], [4.57270, 4.50437, 0.30297], [4.16120, 3.17702, 0.69236], [4.32317, 2.19182, -0.40505], [5.62730, 1.86501, -0.65162], [5.91814, 1.06847, -1.86611], [6.18409, 9.00216, 0.01065], [4.57228, 8.72346, -0.80933], [6.03205, 8.07122, -1.58519], [7.36192, 6.41028, 0.41078], [6.56283, 6.08180, -1.04906], [6.15870, 4.75878, 1.64926], [6.66852, 4.14889, 0.20584], [4.02074, 5.20977, 0.72781], [3.13103, 3.13675, 1.00491], [4.91984, 2.87767, 1.50244], [3.85509, 2.69980, -1.28950], [3.80659, 1.15945, -0.15188], [5.32971, 0.12724, -1.83383], [6.97107, 0.89322, -1.74904], [5.55770, 1.55430, -2.74003], [0.61205, -3.22188, 0.78931], [1.43009, -3.28995, -0.49651], [0.67170, -3.71879, -1.65200], [0.30281, -4.15677, 1.18740], [-0.30091, -2.55409, 0.65408], [1.12476, -2.77056, 1.64796], [2.30359, -3.92623, -0.41316], [1.88022, -2.28240, -0.76085], [-0.24397, -3.74840, -1.43540], [1.52967, -1.04667, -6.97523], [0.05161, -0.85398, -6.64060], [0.00929, 0.16835, -5.56933], [2.11462, -1.19609, -6.02638], [1.91331, -0.22508, -7.51368], [1.76997, -2.02419, -7.45930], [-0.31272, -1.83209, -6.34972], [-0.52019, -0.44032, -7.44566], [-0.85064, 0.61841, -5.72865], [-5.71545, 1.12377, -3.02780], [-4.48311, 0.19764, -3.29692], [-3.31910, 1.02785, -3.34319], [-6.48566, 0.44890, -2.63151], [-6.05760, 1.76367, -3.88391], [-5.54671, 1.82520, -2.16555], [-4.47818, -0.47654, -4.22392], [-4.30084, -0.48376, -2.39193], [-2.53330, 0.47245, -3.11847]], "relative_energy_kj_mol": 0.0, "smiles": "COCCNCCOC.COCCNCCOC.COCCNCCOC.COCCNCCOC.COCCNCCOC.CCO.CCO.CCO.CO.CO", "orbital_gap_ev": 8.95}

=====

no.,calculated total energy (Eh)
1,-3026.643246
2,-2910.392272